123
Properties=species:S:1:pos:R:3:mulliken_charge:R:1 method="wB97M-V/def2-TZVPD" gap_ha=0.34420 homo_ev=-9.433 smiles="COC(=O)OC.COC(=O)OC.O=C1CCCO1.O=C1CCCO1.O=C1CCCO1.O=C1CCCO1.O=C1CCCO1.C1CCOC1.C1CCOC1.C1CCOC1"
C 0.02601 -0.61161 -8.50169 -0.602
O -1.42119 -0.80712 -8.44434 -0.313
C -1.88336 -1.46669 -7.42078 0.851
O -1.30781 -2.00197 -6.51537 -0.586
O -3.17473 -1.32439 -7.47853 -0.332
C -4.14257 -1.79187 -6.51892 -0.586
H 0.57681 -1.40753 -9.00293 0.253
H 0.25603 -0.58762 -7.43651 0.317
H 0.17213 0.36304 -8.96732 0.220
H -4.07462 -2.87876 -6.56524 0.299
H -5.17890 -1.61325 -6.80561 0.230
H -3.92090 -1.38422 -5.53261 0.248
C 0.59533 -2.87973 7.28144 -0.631
O 0.45169 -3.32740 8.59888 -0.315
C 1.48263 -3.76068 9.35051 0.830
O 2.69152 -3.66912 8.97610 -0.622
O 1.10383 -3.98806 10.56564 -0.299
C 2.13083 -3.77966 11.63493 -0.644
H -0.08171 -3.23988 6.50684 0.255
H 1.61347 -3.01834 6.91776 0.334
H 0.17787 -1.87530 7.35186 0.230
H 1.71851 -3.86590 12.64024 0.272
H 2.68555 -2.85122 11.49934 0.298
H 2.91539 -4.53457 11.68667 0.291
O -7.28239 4.64472 1.56382 -0.620
C -7.18500 3.49925 2.04786 0.474
C -8.21535 2.65981 2.84097 -0.376
C -7.31112 1.60938 3.44813 -0.535
C -6.13541 1.43054 2.41260 -0.298
O -6.10893 2.73494 1.82479 -0.313
H -8.73967 3.25576 3.58798 0.307
H -8.86153 2.15973 2.11954 0.260
H -6.99557 1.70726 4.48686 0.309
H -8.02265 0.79500 3.58459 0.291
H -5.18057 1.25733 2.90897 0.243
H -6.26321 0.77107 1.55420 0.256
O 6.33516 -2.38230 -3.83338 -0.615
C 5.52933 -3.28327 -3.59835 0.532
C 4.42539 -3.88565 -4.48185 -0.406
C 4.03415 -5.16339 -3.79128 -0.465
C 4.27695 -4.69191 -2.33870 -0.468
O 5.34197 -3.78916 -2.36867 -0.319
H 3.61843 -3.15356 -4.51306 0.233
H 4.72891 -4.09795 -5.50699 0.300
H 2.96342 -5.36701 -3.80474 0.280
H 4.67487 -6.02753 -3.96689 0.306
H 3.51201 -4.05171 -1.89926 0.313
H 4.39577 -5.60334 -1.75281 0.309
O 8.85745 5.56440 -2.42883 -0.556
C 8.37908 4.74921 -1.72300 0.511
C 6.96417 4.85814 -1.01200 -0.429
C 6.92118 3.57150 -0.19126 -0.460
C 8.28311 2.85508 -0.44197 -0.338
O 8.95813 3.68136 -1.34602 -0.340
H 7.00358 5.74732 -0.38280 0.239
H 6.10657 5.01431 -1.66639 0.278
H 6.81585 3.95019 0.82541 0.213
H 6.06860 2.91149 -0.35127 0.317
H 8.68706 2.77458 0.56721 0.255
H 8.07290 1.93412 -0.98578 0.311
O 5.28759 -4.62152 4.38830 -0.586
C 5.76399 -3.51909 4.47098 0.533
C 6.95925 -2.91710 5.25980 -0.377
C 6.50636 -1.46938 5.23711 -0.571
C 5.86198 -1.29138 3.85953 -0.376
O 5.37217 -2.61021 3.56115 -0.334
H 7.10201 -3.41408 6.21935 0.307
H 7.86257 -2.98782 4.65391 0.237
H 5.84399 -1.18355 6.05422 0.291
H 7.32834 -0.75434 5.20285 0.302
H 5.02100 -0.60222 3.93642 0.266
H 6.58467 -1.08915 3.06902 0.309
O -4.99294 -8.66401 2.41617 -0.575
C -4.12793 -8.44333 1.59631 0.518
C -2.62854 -8.59113 1.76840 -0.346
C -2.18300 -8.39925 0.34081 -0.506
C -3.20217 -7.51680 -0.37490 -0.323
O -4.36937 -8.00958 0.34317 -0.377
H -2.41270 -7.94329 2.61799 0.258
H -2.33084 -9.58437 2.10447 0.236
H -1.21946 -7.89598 0.26066 0.320
H -1.94509 -9.19996 -0.35945 0.275
H -3.10573 -6.47366 -0.07378 0.210
H -3.31070 -7.58192 -1.45753 0.310
C -0.59653 5.72477 3.74750 -0.406
C 0.85089 5.80831 3.45951 -0.521
C 1.03273 6.97416 2.41775 -0.397
O -0.28743 7.57904 2.37553 -0.417
C -1.24837 6.61624 2.71196 -0.413
H -0.87820 6.14689 4.71217 0.235
H -0.90397 4.67917 3.76555 0.269
H 1.32999 4.90497 3.08200 0.295
H 1.50939 5.89290 4.32398 0.273
H 1.31670 6.72257 1.39590 0.290
H 1.76100 7.63579 2.88677 0.235
H -1.49772 6.02934 1.82795 0.245
H -2.12748 7.16113 3.05602 0.313
C -5.81491 4.47233 -6.80984 -0.419
C -5.95574 5.03610 -8.16914 -0.596
C -7.45458 5.04687 -8.42830 -0.386
O -8.01500 5.30126 -7.09477 -0.408
C -7.03804 5.12532 -6.16612 -0.448
H -4.91191 4.79368 -6.29077 0.290
H -5.77029 3.38535 -6.87749 0.230
H -5.57865 4.30043 -8.87955 0.300
H -5.50269 6.00850 -8.36230 0.308
H -7.84876 4.15914 -8.92292 0.323
H -7.57281 6.00847 -8.92775 0.251
H -7.42100 4.54591 -5.32603 0.292
H -6.78800 6.13695 -5.84642 0.262
C -0.91810 0.04693 -1.00241 -0.560
C -1.21034 1.19730 -1.82080 -0.433
C 0.21351 1.92912 -1.70676 -0.416
O 0.71834 1.56333 -0.36988 -0.387
C -0.14417 0.58382 0.17146 -0.339
H -0.50670 -0.73048 -1.64623 0.228
H -1.75168 -0.54284 -0.62106 0.360
H -2.05091 1.78482 -1.45148 0.224
H -1.46010 0.88996 -2.83631 0.295
H 0.18597 3.01768 -1.75561 0.271
H 0.91025 1.55790 -2.45835 0.253
H -0.86887 1.01090 0.86463 0.220
H 0.56431 -0.07873 0.66864 0.283



30
Properties=species:S:1:pos:R:3:mulliken_charge:R:1 method="wB97M-V/def2-TZVPD" gap_ha="0.27874 / 0.27876" homo_ev="-6.772 / -6.772" smiles="Cc1ccc(C2=C(Cl)[C@H](C)N(C)N2C)o1"
C -1.22158 0.92386 4.34828 -1.321
C -1.10466 -0.05764 3.26123 0.374
C -1.30044 -1.38847 3.20281 -0.557
C -0.94839 -1.81734 1.87432 -0.672
C -0.58194 -0.67241 1.19809 0.135
C -0.24351 -0.42065 -0.22792 0.570
C -0.33031 -1.35452 -1.38934 -0.028
Cl -1.31957 -2.66092 -1.66226 -0.239
C 0.37015 -0.65635 -2.58782 0.107
C 1.49437 -1.38826 -3.27186 -1.389
N 0.77800 0.68202 -2.00054 -0.260
C 0.12043 1.79104 -2.67666 -0.924
N 0.42686 0.69433 -0.64307 0.276
C 1.38493 1.36348 0.27418 -1.007
O -0.71015 0.43212 2.06113 -0.307
H -2.21263 1.14309 4.60433 0.281
H -0.65634 0.56678 5.32717 0.288
H -0.66630 1.72837 4.00473 0.375
H -1.59279 -2.15020 3.85618 0.496
H -1.17184 -2.66987 1.34937 0.496
H -0.39908 -0.56600 -3.31876 0.393
H 1.03865 -1.62734 -4.18305 0.361
H 2.01305 -2.20279 -2.68705 0.323
H 2.19584 -0.60248 -3.35942 0.368
H -0.76297 1.56128 -3.27401 0.324
H -0.12384 2.67342 -1.92818 0.267
H 0.81864 2.31059 -3.42171 0.302
H 1.98294 0.43480 0.56875 0.324
H 1.91442 2.12282 -0.39084 0.341
H 0.80809 1.80724 1.09191 0.301



13
Properties=species:S:1:pos:R:3:mulliken_charge:R:1 method="wB97M-V/def2-TZVPD" gap_ha=0.36460 homo_ev=-9.155
N 0.88761 1.25455 2.36702 -0.431
C 0.07285 0.77636 1.69828 -0.058
C -0.96637 0.19680 0.86589 0.314
C -1.03995 0.46767 -0.60886 -0.357
C 0.42889 0.49610 -1.08725 -0.379
C 0.72046 -0.86738 -0.45254 -0.588
N -0.62676 -1.06795 0.19565 -0.365
H -1.91750 0.12817 1.39065 0.293
H -1.37968 -0.83048 -0.71115 0.366
H 0.51198 0.50554 -2.17560 0.302
H 1.00488 1.33539 -0.68347 0.273
H 0.86190 -1.66735 -1.18028 0.309
H 1.51732 -0.92296 0.29369 0.320